2 unconnected molecules or ions with the total composition C4H10NO3, computed with ωB97M-V with the def2-TZVPD basis set.

Last column: Mulliken charge in e.
Atoms and positions in Å:
C (-1.52203, -1.33697, 0.41312)  -0.141
N (-0.29848, -0.82655, 0.33637)  -0.715
C (-0.95667, 1.53930, 0.19485)  -1.408
C (-0.11941, 0.41679, -0.36947)  0.642
C (1.37856, 0.85470, -0.27124)  -0.848
O (1.90863, 0.98777, 1.02109)  -0.473
O (-2.58554, -0.92702, -0.09191)  -0.721
H (-1.51287, -2.25860, 1.02062)  0.416
H (1.29650, 1.45555, 1.57946)  0.332
H (-0.67278, 1.74970, 1.25502)  0.308
H (-1.99506, 1.24622, 0.35124)  0.345
H (-0.80608, 2.59460, -0.08132)  0.393
H (-0.31908, 0.23845, -1.43988)  0.199
H (1.60095, 1.68642, -0.94730)  0.336
H (1.92977, 0.01016, -0.71286)  0.308
H (0.31001, -2.74010, -1.17070)  0.309
H (1.15184, -1.94131, -0.25613)  0.457
O (1.21173, -2.74910, -0.83095)  -0.741

Computed properties:
Energy = -438.90865 hartree
Energy relative to the best compared isomer or geometry (same formula, charge and spin) = 48.1 kcal per mole
Charge = -1
HOMO level = -3.865 eV